Computed, not measured: a cluster of 2 separate species, C5H14 in total, with ωB97M-V/def2-TZVPD.

Each line ends with the natural charge from an NBO analysis.
Cartesian coordinates (Å):
H (1.3707, 2.5710, -1.8860)  0.20
C (-0.7622, -2.9595, 0.2575)  -0.69
H (1.1822, -0.9878, 1.3069)  0.19
H (-0.0428, -3.8476, 0.1994)  0.19
H (-0.9146, -1.1021, -0.8343)  0.20
H (-1.7033, -3.1124, -0.4002)  0.18
H (0.6872, 1.1053, -0.9402)  0.20
H (-0.7375, 3.6088, -0.1121)  0.20
C (0.2184, 3.0301, 0.0892)  -0.86
H (0.2138, 0.2289, 0.9199)  0.19
H (-0.3887, -1.1460, 1.7801)  0.19
H (-0.2334, 2.3522, -1.9635)  0.18
H (0.9955, 3.6941, 0.2492)  0.19
H (0.6505, -1.8531, -0.7980)  0.18
H (-1.1764, -2.8690, 1.2470)  0.19
C (0.5808, 2.2204, -1.1579)  -0.74
C (-0.2710, -1.6047, -0.1933)  -0.52
C (0.1956, -0.8466, 1.0471)  -0.89
H (0.3267, 2.3193, 0.9761)  0.20

Results
**2S+1**: 2
**Net charge**: -1
**⟨S²⟩**: 0.7503
**ΔE to the lowest compared entry with this formula, charge and spin**: 40.3 kcal/mol
**F_max**: 4.76 eV/A
**LUMO (spin up / spin down)**: 4.12 / 4.29 eV
**DFT total energy**: -5408.763 eV